Formula: C41H84N4O33PS9Si
Source: OMol25
Level of theory: ωB97M-V/def2-TZVPD

Results
- energy above the lowest of the compared OMol25 structures with the same formula, charge and spin (kJ/mol) = 16.2
- total energy (eV) = -232077.49138
- lowest unoccupied orbital energy (eV) = -3.51

Geometry as ORCA input:
```
! wB97M-V def2-TZVPD RIJCOSX def2/J DEFGRID3
* xyz 1 1
C 3.42014 -1.04375 3.45372
C 3.76901 0.35808 3.01808
C 2.57684 1.07496 2.37347
N 2.90944 1.98563 1.22177
P 4.13192 3.09714 1.53846
S 4.79812 3.94163 -0.06469
C 3.09797 1.26211 0.06870
N 4.09949 0.34213 0.00969
C 5.12298 0.44083 -1.06140
C 5.16943 -0.82870 -1.84414
C 4.19152 -0.82140 -3.03043
C 4.56288 -1.90467 -4.00318
C 3.85604 -3.20972 -3.62752
C 2.59795 -3.40311 -4.47135
C 1.34896 -2.52915 -4.32819
C 0.54841 -2.53427 -3.05123
C -0.51235 -3.65315 -3.13170
C -1.93654 -3.18343 -3.49912
C -2.91430 -3.19144 -2.32344
C -2.97387 -1.83621 -1.73158
N -3.52972 -1.77780 -0.40898
C -4.19404 -2.75220 0.26003
C -4.54478 -2.22381 1.44486
C -4.12277 -0.91872 1.50630
C -3.49174 -0.67737 0.35700
N 2.27321 1.42460 -0.89227
C 1.11757 2.31918 -0.89328
C 1.45385 3.77262 -1.11625
O 0.42325 4.44694 -1.77462
Si -1.07410 4.53322 -1.03379
C -2.08583 3.10979 -1.70406
C -1.00914 4.47743 0.82928
C -1.87887 6.11496 -1.49987
H 3.13293 -1.06386 4.47542
H 4.24000 -1.70271 3.26737
H 2.59304 -1.42540 2.91117
H 4.62084 0.35548 2.37805
H 4.01286 0.90528 3.90144
H 2.13910 1.67815 3.13976
H 1.80443 0.41646 2.06218
H 3.52406 4.03733 2.34910
H 5.17816 2.47390 2.20481
H 3.63213 -0.54545 -0.12504
H 6.06309 0.54792 -0.56744
H 5.03590 1.29843 -1.68762
H 4.85054 -1.59128 -1.16209
H 6.15693 -1.02137 -2.19729
H 3.18010 -0.93123 -2.68212
H 4.23754 0.15250 -3.48816
H 5.62430 -1.99261 -4.07178
H 4.16140 -1.62144 -4.95033
H 3.66954 -3.23265 -2.57714
H 4.50072 -4.02479 -3.87785
H 2.91877 -3.22061 -5.47704
H 2.25483 -4.41614 -4.39180
H 1.64555 -1.51679 -4.53714
H 0.68431 -2.82440 -5.11147
H 1.14965 -2.65524 -2.17551
H 0.06219 -1.58382 -2.93660
H -0.17527 -4.34000 -3.88062
H -0.47922 -4.15609 -2.18561
H -2.28394 -3.87956 -4.22889
H -1.85867 -2.18619 -3.87383
H -2.52621 -3.88591 -1.61616
H -3.86560 -3.53641 -2.64478
H -3.50372 -1.16834 -2.37874
H -1.96234 -1.48013 -1.67720
H -4.39902 -3.72391 -0.09301
H -5.07852 -2.75704 2.18860
H -4.27023 -0.24087 2.29825
H -3.06855 0.24468 0.07972
H 2.40401 0.86013 -1.72170
H 0.50646 2.00796 -1.70752
H 0.58476 2.12539 0.01375
H 2.30778 3.79984 -1.75463
H 1.70950 4.24590 -0.18824
H -3.12789 3.31975 -1.60071
H -1.80250 2.98959 -2.72772
H -1.79714 2.20965 -1.19374
H -0.21972 3.88617 1.25296
H -0.90530 5.46147 1.23254
H -1.93667 4.06500 1.17117
H -2.83591 6.14557 -1.02215
H -1.32556 6.93823 -1.10617
H -2.03673 6.21452 -2.55288
C -1.02221 3.72524 5.62733
C -1.12544 2.72194 6.75652
O -1.26372 1.45948 6.06906
S -0.46446 1.47360 4.72269
O 0.80424 0.87060 4.92964
O -1.32800 1.06416 3.67492
O -0.23841 3.04636 4.61669
H -2.00267 3.94868 5.20346
H -0.54039 4.64494 5.92490
H -1.97139 2.89524 7.40280
H -0.21983 2.67745 7.35544
C -8.18322 -1.90820 2.51136
C -8.34390 -3.11774 3.39605
O -9.45082 -2.78402 4.24777
S -10.48892 -1.87037 3.45330
O -11.52394 -2.69441 2.94321
O -10.76656 -0.72086 4.22394
O -9.52938 -1.48021 2.24327
H -7.66236 -1.10556 3.02931
H -7.66646 -2.13034 1.58274
H -7.45734 -3.32658 3.98562
H -8.61220 -4.00535 2.82006
C -3.30757 -8.43561 -2.19760
C -4.31852 -8.23197 -3.30050
O -5.43862 -7.61938 -2.63845
S -4.92777 -6.70051 -1.45192
O -4.86147 -5.35483 -1.89966
O -5.62735 -7.04726 -0.27312
O -3.44017 -7.26247 -1.37571
H -3.54525 -9.30857 -1.58905
H -2.29334 -8.52280 -2.57214
H -4.61832 -9.16009 -3.77401
H -3.95056 -7.54003 -4.06000
C -2.92337 -1.65804 -8.43534
C -2.13214 -1.13023 -7.26322
O -2.02320 -2.25276 -6.37393
S -1.95684 -3.61221 -7.23028
O -0.59866 -3.99025 -7.36541
O -2.94229 -4.50076 -6.73841
O -2.44440 -2.99944 -8.61319
H -3.99048 -1.70155 -8.21343
H -2.76658 -1.07877 -9.33895
H -2.62093 -0.29762 -6.76617
H -1.12465 -0.83401 -7.56352
C 9.17944 -1.87881 -5.86928
C 9.26788 -1.32973 -7.27273
O 8.02560 -1.72203 -7.88108
S 6.86966 -1.73294 -6.79690
O 6.15176 -0.51224 -6.86432
O 6.21433 -2.98653 -6.84573
O 7.80190 -1.68561 -5.49921
H 9.39467 -2.94736 -5.84198
H 9.83397 -1.36149 -5.17601
H 10.10681 -1.73244 -7.82901
H 9.32034 -0.24019 -7.27596
C -9.28081 3.78650 4.02664
C -8.27340 3.97738 5.13422
O -7.93204 2.64271 5.53317
S -7.99461 1.66654 4.27290
O -6.68654 1.50560 3.74353
O -8.80698 0.55642 4.59703
O -8.79927 2.64450 3.30294
H -10.27085 3.55092 4.41954
H -9.34775 4.64968 3.37121
H -8.67301 4.53420 5.97498
H -7.36787 4.46846 4.77085
C 8.98254 0.81384 0.77051
C 9.01342 2.31949 0.64216
O 10.29077 2.69112 1.16728
S 11.36102 1.54624 0.85219
O 12.08580 1.89544 -0.31096
O 12.00540 1.19501 2.05943
O 10.31334 0.40009 0.45911
H 8.75659 0.50372 1.79308
H 8.27434 0.35066 0.08970
H 8.21708 2.80477 1.19803
H 8.96800 2.63296 -0.40275
C -0.86961 6.85244 10.78388
C 0.57806 6.45976 10.95361
O 0.65670 5.15599 10.33775
S -0.35369 5.07867 9.12498
O 0.35072 5.32962 7.92029
O -1.15910 3.92236 9.30183
O -1.21795 6.35355 9.47522
H -1.50911 6.36202 11.51764
H -1.02194 7.92459 10.83355
H 0.88182 6.40952 11.99287
H 1.24492 7.13225 10.41379
*
```